Entry 1:
C8H8AuN2O4S as an isolated structure, computed with ωB97M-V/def2-TZVPD.

The geometry in XYZ format:
```
24
Properties=species:S:1:pos:R:3:mulliken_spin:R:1
Au 1.051 0.205 -1.670 0.480
C 1.060 1.987 -2.241 0.182
O 1.065 3.086 -2.593 -0.015
C 1.048 -0.343 -3.496 0.114
O 1.047 -0.644 -4.608 -0.010
C -0.858 0.211 -1.669 0.199
O -2.008 0.249 -1.679 -0.009
C 2.960 0.193 -1.669 0.208
O 4.111 0.221 -1.680 -0.016
H 1.044 -1.329 -0.755 0.138
H 1.043 -1.575 -1.523 0.073
C 0.033 -1.767 2.260 0.004
N -0.713 -0.560 1.913 0.071
C -1.982 -0.275 2.265 0.078
C -2.298 0.973 1.767 0.117
N -1.227 1.459 1.110 0.038
C -0.282 0.505 1.206 -0.105
S 1.230 0.677 0.628 0.444
H 0.342 -2.300 1.338 0.003
H 0.937 -1.493 2.846 -0.002
H -0.592 -2.450 2.874 0.001
H -2.625 -0.918 2.852 0.004
H -3.236 1.499 1.888 0.006
H -1.147 2.388 0.639 -0.002
```

Properties
Total energy ... -34080.888 eV
<S²> ... 2.0288
2S+1 ... 3
Orbital gap (alpha / beta) ... 6.66 / 6.15 eV
HOMO energy (alpha / beta) ... -19.4 / -20.4 eV
Total charge ... +3

***

Entry 2:
A single C12H21ClN2O3Si molecule, computed with ωB97M-V/def2-TZVPD.

The geometry in XYZ format:
```
40
Properties=species:S:1:pos:R:3:nbo_charge:R:1
C -1.398 -2.393 3.895 -0.641
C -0.621 -1.125 3.622 -0.083
O 0.465 -1.249 2.761 -0.463
C 0.005 -1.356 1.466 0.770
O -1.157 -1.182 1.145 -0.617
C 0.974 -1.591 0.373 0.223
N 2.290 -1.419 0.531 -0.407
C 2.825 -1.555 -0.720 0.089
Cl 4.468 -1.073 -1.186 0.007
C 1.859 -1.929 -1.611 -0.090
N 0.679 -2.004 -0.908 -0.338
C -0.611 -2.392 -1.417 0.090
O -1.101 -1.509 -2.406 -0.523
C -1.278 -0.207 -1.901 -0.093
C -0.028 0.609 -2.073 -0.886
Si 0.075 2.209 -1.033 1.646
C 1.670 3.151 -1.213 -1.105
C -1.292 3.382 -1.394 -1.134
C -0.045 1.796 0.762 -1.141
H -2.215 -2.290 4.596 0.227
H -1.753 -2.797 2.937 0.218
H -0.698 -3.142 4.300 0.212
H -1.235 -0.331 3.189 0.195
H -0.170 -0.715 4.536 0.193
H 1.971 -2.102 -2.676 0.247
H -1.328 -2.418 -0.611 0.215
H -0.586 -3.387 -1.851 0.195
H -2.071 0.301 -2.522 0.195
H -1.676 -0.209 -0.844 0.197
H 0.901 0.123 -1.787 0.230
H 0.054 0.868 -3.146 0.234
H 2.417 2.555 -0.735 0.234
H 1.681 4.151 -0.751 0.243
H 1.870 3.216 -2.261 0.231
H -1.095 4.392 -0.991 0.242
H -1.470 3.525 -2.496 0.236
H -2.180 2.971 -0.956 0.232
H -0.749 0.986 0.949 0.239
H -0.378 2.654 1.295 0.239
H 0.935 1.487 1.131 0.240
```

Properties
Total energy ... -42307.532 eV
ΔE to the lowest compared entry with this formula, charge and spin ... 10.14 kcal per mole
SMILES ... CCOC(=O)c1nc(Cl)cn1COCC[Si](C)(C)C
2S+1 ... 1
Orbital gap ... 9.45 eV
HOMO energy ... -9.3 eV
Total charge ... 0

***

Entry 3:
A single C19H27FN4O4S molecule, computed with ωB97M-V/def2-TZVPD.

The geometry in XYZ format:
```
56
Properties=species:S:1:pos:R:3:nbo_charge:R:1
C -0.863 0.982 2.295 -0.424
N -1.178 0.012 1.258 -0.437
C -0.248 -0.201 0.278 0.679
O 0.929 0.095 0.424 -0.623
C -0.672 -0.890 -0.973 -0.226
C -1.735 -0.609 -1.861 -0.221
C -1.614 -1.483 -2.913 -0.243
S -2.644 -1.565 -4.307 2.329
N -3.376 -3.040 -4.161 -1.083
O -3.612 -0.526 -4.138 -0.931
O -1.846 -1.670 -5.492 -0.941
N -0.519 -2.286 -2.706 -0.301
C -0.025 -3.323 -3.598 -0.405
C 0.055 -1.916 -1.537 0.031
C -2.567 -0.438 1.177 -0.043
C -2.979 -1.160 2.474 -0.410
C -3.930 -2.339 2.251 -0.415
C -5.067 -2.046 1.264 -0.225
N -5.539 -0.663 1.307 -0.434
C -6.149 -0.106 2.389 0.620
O -6.182 1.103 2.568 -0.620
C -6.759 -1.010 3.410 0.265
F -7.373 -2.136 2.945 -0.340
C -6.762 -0.771 4.706 0.003
C -7.419 -1.465 5.874 -0.430
C -7.350 -0.107 6.624 -0.387
C -6.338 0.402 5.559 -0.423
C -4.895 0.260 0.376 -0.214
C -3.518 0.720 0.841 -0.427
H 0.195 1.214 2.240 0.251
H -1.442 1.898 2.159 0.193
H -1.084 0.573 3.282 0.196
H -2.500 0.145 -1.782 0.245
H -4.280 -2.982 -3.711 0.404
H -3.420 -3.498 -5.063 0.410
H 0.795 -3.836 -3.102 0.215
H -0.817 -4.037 -3.813 0.218
H 0.324 -2.884 -4.530 0.229
H 0.952 -2.396 -1.181 0.227
H -2.600 -1.169 0.369 0.220
H -2.080 -1.533 2.967 0.225
H -3.440 -0.443 3.159 0.204
H -3.369 -3.198 1.869 0.209
H -4.346 -2.643 3.214 0.214
H -4.720 -2.210 0.244 0.199
H -5.894 -2.732 1.425 0.232
H -8.397 -1.911 5.699 0.223
H -6.763 -2.216 6.318 0.219
H -8.294 0.431 6.568 0.208
H -7.011 -0.131 7.658 0.205
H -5.305 0.299 5.897 0.215
H -6.483 1.390 5.134 0.244
H -4.818 -0.253 -0.586 0.195
H -5.546 1.123 0.252 0.238
H -3.644 1.357 1.719 0.223
H -3.078 1.341 0.055 0.215
```

Properties
Total energy ... -47843.439 eV
ΔE to the lowest compared entry with this formula, charge and spin ... 2.72 kcal per mole
SMILES ... CN(C(=O)c1cc(S(N)(=O)=O)n(C)c1)[C@H]1CCCN(C(=O)C(F)=C2CCC2)CC1
2S+1 ... 1
Orbital gap ... 9.31 eV
HOMO energy ... -9.0 eV
Total charge ... 0

***

Entry 4:
C45H49EuF3N8O7 as an isolated structure, computed with ωB97M-V/def2-TZVPD.

The geometry in XYZ format:
```
113
Properties=species:S:1:pos:R:3:mulliken_spin:R:1
Eu -0.790 -0.765 -0.615 6.899
C -3.267 -3.556 -1.660 0.004
C -2.618 -4.459 -0.609 0.001
O -1.880 -3.614 0.246 0.005
C -1.317 -4.301 1.345 0.000
C -0.666 -3.251 2.247 0.003
O 0.202 -2.380 1.552 -0.001
C 1.437 -2.948 1.099 0.005
C 1.360 -3.334 -0.381 0.006
O 0.884 -2.274 -1.135 -0.046
C 0.769 -2.211 -3.678 -0.004
C -1.294 -3.056 -2.920 0.007
O -2.348 -2.573 -2.113 0.002
H -4.067 -2.971 -1.201 -0.001
H -3.655 -4.147 -2.500 0.000
H -1.954 -5.198 -1.085 0.000
H -3.397 -4.999 -0.054 0.000
H -0.584 -5.042 0.992 0.000
H -2.101 -4.835 1.900 0.000
H -0.147 -3.758 3.074 0.000
H -1.455 -2.599 2.634 0.000
H 1.709 -3.809 1.718 -0.001
H 2.184 -2.155 1.211 -0.002
H 0.704 -4.212 -0.504 -0.002
H 2.363 -3.612 -0.758 0.000
H 0.824 -3.240 -4.046 -0.001
H 0.985 -1.532 -4.507 0.000
H -0.670 -3.787 -2.382 -0.002
H -1.705 -3.533 -3.836 0.001
O 1.048 0.199 -2.077 0.003
C 2.253 -0.537 -2.425 -0.017
C 1.880 -2.052 -2.594 0.020
O 2.761 -2.919 -2.590 0.000
O -0.562 -1.913 -3.241 0.005
C 3.342 -0.344 -1.387 0.009
C 3.264 0.684 -0.458 0.003
C 4.308 0.904 0.424 -0.001
C 5.447 0.120 0.383 0.000
C 5.533 -0.892 -0.557 0.000
C 4.500 -1.113 -1.448 0.002
C 2.857 0.049 -3.696 -0.003
C 3.437 -0.724 -4.695 -0.001
C 4.008 -0.119 -5.802 0.000
C 4.029 1.260 -5.916 0.000
C 3.490 2.040 -4.907 0.000
C 2.906 1.438 -3.808 0.000
H 0.847 0.744 -2.852 0.003
H 2.392 1.324 -0.436 0.004
H 4.238 1.705 1.146 0.000
H 6.270 0.307 1.061 0.000
H 6.420 -1.504 -0.620 0.000
H 4.581 -1.893 -2.185 0.000
H 3.464 -1.798 -4.595 0.000
H 4.459 -0.730 -6.568 0.000
H 4.492 1.730 -6.770 0.000
H 3.553 3.119 -4.957 0.000
H 2.531 2.060 -3.005 0.000
N -3.000 -0.776 -4.192 0.001
C -2.451 0.421 -3.994 0.005
N -2.359 1.216 -5.055 0.000
C -2.025 2.477 -4.819 0.000
N -1.860 3.302 -5.853 0.000
N -1.895 2.978 -3.577 0.000
C -1.944 2.102 -2.595 0.003
N -2.108 0.780 -2.727 0.012
C -1.965 2.675 -1.233 -0.002
C -2.630 3.892 -1.068 0.002
C -2.754 4.412 0.207 0.002
C -2.220 3.689 1.264 0.001
C -1.579 2.491 0.998 0.006
N -1.442 1.980 -0.223 0.005
H -3.187 -1.053 -5.139 0.000
H -3.044 -1.423 -3.422 -0.001
H -2.061 2.964 -6.778 0.000
H -1.734 4.285 -5.684 0.000
H -3.033 4.396 -1.933 0.000
H -3.273 5.341 0.373 0.000
H -2.300 4.044 2.279 0.000
H -1.164 1.899 1.801 -0.001
F -5.641 1.722 7.445 0.000
C -5.421 0.431 7.159 -0.001
F -6.587 -0.210 7.362 0.000
F -4.576 -0.029 8.103 0.000
C -4.882 0.214 5.776 0.005
C -4.463 -1.063 5.421 -0.001
C -3.937 -1.285 4.166 0.003
C -3.819 -0.236 3.248 -0.009
C -4.265 1.037 3.612 0.002
C -4.794 1.261 4.867 -0.002
C -3.181 -0.449 1.997 0.005
C -2.576 -0.636 0.955 0.048
H -4.542 -1.869 6.136 0.000
H -3.602 -2.275 3.890 0.000
H -4.184 1.849 2.902 0.000
H -5.130 2.246 5.151 0.000
N 0.696 0.299 1.147 -0.003
C 1.170 0.940 1.987 0.018
N 1.696 1.722 2.869 0.001
C 1.649 3.165 2.678 0.001
C 3.002 3.779 3.027 0.001
C 3.398 3.400 4.452 0.000
C 3.420 1.879 4.593 0.000
C 2.068 1.281 4.203 0.001
H 0.877 3.587 3.336 0.000
H 1.377 3.375 1.642 -0.001
H 2.941 4.862 2.916 0.000
H 3.760 3.415 2.331 0.000
H 2.686 3.830 5.160 0.000
H 4.384 3.805 4.680 0.000
H 3.644 1.597 5.622 0.000
H 4.200 1.466 3.952 0.000
H 1.301 1.613 4.915 0.000
H 2.108 0.191 4.214 -0.001
```

Properties
Total energy ... -101195.140 eV
<S²> ... 15.7592
2S+1 ... 8
Orbital gap (alpha / beta) ... 5.42 / 7.73 eV
HOMO energy (alpha / beta) ... -5.1 / -7.4 eV
Total charge ... 0

***

Entry 5:
A 2-piece molecular cluster, C11H17N2 overall, computed with ωB97M-V/def2-TZVPD.

The geometry in XYZ format:
```
30
Properties=species:S:1:pos:R:3:nbo_charge:R:1
C 0.560 3.279 -0.583 -0.622
C 2.263 1.958 0.831 -0.007
C 1.086 2.100 0.152 -0.103
C 0.933 0.368 1.619 0.145
C 0.136 1.174 0.797 -0.150
C 0.382 -0.685 2.391 -0.210
C -1.250 1.025 0.670 -0.245
C -0.949 -0.902 2.118 -0.237
C -1.796 -0.051 1.384 -0.246
N 2.197 0.860 1.743 -0.552
H 3.289 2.270 0.686 0.227
H 2.800 0.936 2.543 0.431
H 0.036 3.912 0.127 0.240
H -0.180 2.832 -1.298 0.186
H 1.049 -1.146 3.104 0.240
H -1.927 1.492 -0.066 0.225
H -1.458 -1.753 2.547 0.227
H -2.851 -0.250 1.328 0.230
H 1.287 3.753 -1.236 0.238
C -0.900 -1.979 -2.262 -0.211
C -0.346 -3.171 -1.568 -0.658
N -0.389 -0.678 -1.589 -0.701
H -0.725 -1.765 -3.322 0.230
H -1.984 -2.060 -2.169 0.233
H -0.352 -3.027 -0.467 0.231
H 0.731 -3.329 -1.575 0.236
H -0.279 -0.780 -0.556 0.471
H 0.568 -0.421 -1.835 0.442
H -1.025 0.109 -1.689 0.448
H -0.906 -4.073 -1.825 0.262
```

Properties
Total energy ... -14655.880 eV
ΔE to the lowest compared entry with this formula, charge and spin ... 29.49 kcal per mole
2S+1 ... 1
Orbital gap ... 8.51 eV
HOMO energy ... -11.5 eV
Total charge ... +1

***

Entry 6:
A single C2H3F2N molecule, computed with ωB97M-V/def2-TZVPD.

The geometry in XYZ format:
```
8
Properties=species:S:1:pos:R:3:nbo_charge:R:1
F 2.389 -0.028 -0.444 -0.327
C 1.127 0.370 -0.112 0.314
C 0.031 -0.482 0.007 -0.187
N -1.127 0.237 0.323 -0.250
F -2.042 0.240 -0.849 -0.287
H 1.132 1.381 0.172 0.177
H 0.074 -1.524 -0.245 0.201
H -1.585 -0.194 1.149 0.358
```

Properties
Total energy ... -9044.287 eV
ΔE to the lowest compared entry with this formula, charge and spin ... 54.23 kcal per mole
SMILES ... F/C=C/NF
2S+1 ... 1
Orbital gap ... 10.90 eV
HOMO energy ... -10.3 eV
Total charge ... 0